Entry 1:
The following is a quantum chemistry calculation of one molecule with the formula C17H26N4O2, from OMol25.

LUMO level = 0.549 eV
SMILES string = CCN(CC)c1ccc(CN2CCN(CCN)C(=O)C2=O)cc1
Energy above the lowest of the compared OMol25 structures with the same formula, charge and spin = 0.0 kcal/mol
Electronic energy = -1032.8729 Ha
HOMO = -7.468 eV

Last column: Löwdin charge in e.
Geometry (Å):
O -0.932 3.213 -1.175  0.073
O -3.676 3.295 -0.422  0.094
C -1.704 2.243 -1.244  -0.275
C -3.180 2.295 -0.902  -0.339
C 2.527 0.755 0.625  -0.028
C 2.509 -1.412 -0.440  -0.032
C 1.699 1.274 -0.362  -0.014
C 1.614 -0.930 -1.396  -0.042
C 2.986 -0.569 0.590  -0.187
C 1.180 0.411 -1.356  -0.217
N 3.873 -1.080 1.604  -0.107
N -7.375 0.744 0.336  -0.025
N -1.171 0.988 -1.667  -0.043
N -4.036 1.287 -1.327  -0.058
C 0.130 0.857 -2.328  -0.120
C 5.654 0.435 2.229  -0.093
C 3.345 -3.471 2.114  -0.077
C 4.413 -0.260 2.698  -0.248
C 4.371 -2.468 1.508  -0.216
C -5.896 0.709 0.175  -0.257
C -2.038 -0.171 -1.473  -0.112
C -5.494 1.358 -1.152  -0.162
C -3.475 0.127 -2.014  -0.121
H 2.820 1.426 1.439  0.106
H 2.791 -2.445 -0.523  0.089
H 1.411 2.322 -0.385  0.112
H 1.341 -1.612 -2.181  0.102
H -7.743 1.663 0.074  0.063
H -7.839 0.053 -0.288  0.073
H 0.090 0.120 -3.145  0.124
H 0.469 1.806 -2.744  0.128
H 6.000 1.155 2.993  0.081
H 6.467 -0.300 2.040  0.081
H 5.426 0.943 1.285  0.075
H 3.749 -4.495 1.978  0.078
H 2.352 -3.409 1.677  0.064
H 3.283 -3.377 3.171  0.051
H 3.695 0.450 3.031  0.090
H 4.650 -0.863 3.576  0.118
H 5.271 -2.622 2.078  0.102
H 4.635 -2.732 0.487  0.103
H -5.538 -0.349 0.222  0.120
H -5.484 1.279 1.001  0.108
H -2.093 -0.330 -0.386  0.131
H -1.639 -1.062 -1.958  0.123
H -6.001 0.813 -1.967  0.124
H -5.865 2.400 -1.184  0.128
H -4.147 -0.735 -1.851  0.126
H -3.420 0.273 -3.061  0.107

---

Entry 2:
The following is a quantum chemistry calculation of one molecule with the formula C4H10N2, from OMol25.

LUMO level = 0.894 eV
SMILES string = [H]/N=C(/N)C(C)C
Energy above the lowest of the compared OMol25 structures with the same formula, charge and spin = 91.1 kcal/mol
Electronic energy = -267.7801 Ha
HOMO = -8.976 eV

Last column: Löwdin charge in e.
Geometry (Å):
C -0.520 -1.323 -0.597  -0.078
C 0.396 0.130 -0.498  -0.313
C -0.227 1.454 -1.261  -0.103
C 0.309 0.264 0.990  -0.367
H -1.499 -1.148 -0.024  0.089
H -0.032 -2.299 -0.117  0.080
H -0.645 -1.465 -1.691  0.049
H 1.474 -0.044 -0.923  0.144
H -1.368 1.627 -1.006  0.098
H 0.454 2.402 -1.047  0.108
H -0.216 1.399 -2.318  0.022
H 1.445 -1.993 1.351  0.099
H 0.843 -1.014 2.745  -0.020
H -0.849 2.029 0.972  0.116
N 0.883 -1.157 1.793  0.022
N -0.447 1.138 1.631  0.053

---

Entry 3:
The following is a quantum chemistry calculation of a 2-piece molecular cluster, C27H34N2O2 overall, from OMol25.

LUMO level = -1.332 eV
Energy above the lowest of the compared OMol25 structures with the same formula, charge and spin = 34.4 kcal/mol
Electronic energy = -1309.1911 Ha
HOMO = -7.824 eV

Last column: Löwdin charge in e.
Geometry (Å):
C -5.172 2.831 0.498  -0.059
C -4.352 1.768 -0.162  -0.268
C -3.885 0.709 0.611  -0.007
C -3.149 -0.335 0.051  -0.196
C -2.896 -1.514 0.947  -0.042
C -2.697 -0.219 -1.275  -0.135
C -1.735 -1.236 -1.856  -0.282
C -2.514 -2.511 -2.213  -0.040
C -0.477 -1.559 -0.980  -0.117
C 0.282 -0.378 -0.557  0.086
C 1.564 0.006 -0.990  -0.129
C 1.848 1.408 -1.150  -0.176
C 0.731 2.419 -1.133  -0.024
C 3.173 1.822 -1.199  0.011
C 4.237 0.897 -1.180  -0.233
C 5.655 1.289 -0.920  -0.036
C 3.933 -0.457 -1.348  -0.011
C 2.652 -0.933 -1.110  -0.184
C 2.454 -2.384 -0.823  -0.045
C -3.263 0.774 -2.101  -0.219
C -3.032 0.773 -3.589  -0.050
C -4.051 1.775 -1.530  -0.009
H -5.550 3.549 -0.236  0.073
H -6.021 2.395 1.045  0.083
H -4.561 3.372 1.233  0.086
H -4.103 0.671 1.681  0.129
H -2.848 -2.473 0.421  0.060
H -1.982 -1.346 1.534  0.066
H -3.712 -1.585 1.684  0.093
H -1.332 -0.831 -2.796  0.128
H -3.362 -2.263 -2.865  0.086
H -1.871 -3.234 -2.731  0.085
H -2.922 -2.989 -1.312  0.068
H -0.780 -2.107 -0.078  0.126
H 0.173 -2.225 -1.558  0.106
H -0.294 0.329 0.037  0.105
H 1.109 3.378 -1.519  0.084
H -0.124 2.096 -1.754  0.084
H 0.368 2.596 -0.105  0.105
H 3.402 2.893 -1.211  0.122
H 5.990 0.843 0.029  0.097
H 6.321 0.906 -1.705  0.089
H 5.756 2.374 -0.853  0.078
H 4.744 -1.175 -1.512  0.132
H 3.365 -2.813 -0.378  0.094
H 1.643 -2.525 -0.095  0.078
H 2.234 -2.938 -1.747  0.095
H -3.673 1.527 -4.054  0.077
H -1.994 1.027 -3.852  0.082
H -3.289 -0.191 -4.051  0.080
H -4.429 2.576 -2.166  0.112
C 3.940 -0.728 4.202  -0.040
N 2.561 -0.617 3.764  -0.076
C 2.355 -0.623 2.373  -0.482
O 3.402 -0.739 1.712  0.005
N 1.109 -0.526 1.864  0.189
C 0.119 -0.111 2.687  -0.497
O -0.909 0.466 2.223  -0.048
C 0.282 -0.347 4.122  -0.006
C 1.526 -0.501 4.624  -0.079
H 3.975 -0.756 5.299  0.086
H 4.397 -1.638 3.795  0.091
H 4.523 0.126 3.826  0.093
H -0.599 -0.269 4.740  0.100
H 1.752 -0.521 5.692  0.126

---

Entry 4:
The following is a quantum chemistry calculation of one molecule with the formula C8H10BN3, from OMol25.

LUMO level = -0.631 eV
SMILES string = CCB(C#N)c1ccc(N)cn1
Energy above the lowest of the compared OMol25 structures with the same formula, charge and spin = 6.7 kcal/mol
Electronic energy = -499.9304 Ha
HOMO = -8.726 eV

Last column: Löwdin charge in e.
Geometry (Å):
B 0.584 1.047 0.732  -0.252
C 0.961 1.060 2.222  -0.131
C 0.188 -1.524 0.638  -0.059
C -0.272 -2.662 0.101  -0.025
C -1.054 -1.390 -1.800  -0.085
C 0.063 -0.250 0.003  -0.190
C -0.973 -2.618 -1.149  -0.325
C 0.927 3.839 0.851  -0.112
C 0.678 2.468 0.010  -0.169
N 1.162 1.099 3.333  0.166
N -0.501 -0.293 -1.229  0.084
N -1.464 -3.771 -1.601  0.125
H 0.800 -1.657 1.515  0.108
H -0.189 -3.554 0.742  0.124
H -1.377 -1.224 -2.915  0.144
H 1.948 4.093 0.915  0.036
H 0.419 4.670 0.407  0.042
H 0.447 3.583 1.914  0.099
H -0.183 2.721 -0.651  0.092
H 1.583 2.495 -0.752  0.135
H -1.710 -4.385 -0.869  0.092
H -2.036 -3.747 -2.416  0.102